# C24H48BCaCl2F3K2N3Na2O12SSi2

C24H48BCaCl2F3K2N3Na2O12SSi2 as an isolated structure in a non-equilibrium geometry (the ωB97M-V functional and the def2-TZVPD basis, OMol25).

XYZ file:
```
101
Properties=species:S:1:pos:R:3:forces:R:3
C -4.26362 -0.81804 0.24353 0.2609 1.2500 -2.4036
C -4.53156 -1.54816 -1.18046 -0.1023 -0.4035 1.8582
F -3.82981 -0.92757 -2.22874 -0.4739 -2.0720 -1.0064
C -4.30907 -3.06765 -1.11649 -0.6340 0.1287 0.0260
N -5.15599 -3.75408 -2.06535 0.1475 0.6667 -0.2432
C -4.49669 -3.78370 -3.29176 -0.4673 -0.0761 -0.9841
O -5.02572 -3.81584 -4.37901 0.3300 0.0178 0.8301
C -3.01161 -3.81070 -2.98658 -0.0076 -0.3721 -0.1308
C -2.91792 -3.64309 -1.48181 -0.7161 0.6269 1.4142
S -1.68381 -2.43394 -0.91294 1.2114 0.5172 -0.8265
C -2.86605 -4.95619 -0.70131 0.3826 -0.3759 -0.4983
C -1.83995 -5.99297 -1.15456 0.1576 0.1344 0.3060
C -0.50886 -5.44984 -1.62309 0.2175 -0.3621 -0.2504
Cl 0.33282 -6.67190 -2.61862 0.1092 -0.1351 -0.0748
H -4.71322 -1.38047 1.04638 1.6693 -0.5881 0.1192
H -4.77971 0.22159 0.23853 1.1534 -1.2151 0.1051
H -3.21441 -0.62687 0.38873 0.3784 -0.3686 0.4302
H -5.59031 -1.40186 -1.41373 -0.1054 0.0271 -0.3485
H -4.57820 -3.28892 -0.08459 0.1108 -0.5785 0.2064
H -6.14856 -3.58665 -2.07694 -0.2092 -0.1613 -0.1264
H -2.68535 -4.79849 -3.28890 0.2741 -0.2247 -0.0723
H -2.44828 -3.10216 -3.57521 -0.0193 0.3490 -0.1886
H -1.91419 -2.37131 0.42139 -0.0394 -0.7660 0.1270
H -3.84227 -5.41155 -0.82003 -0.2671 -0.1863 0.0273
H -2.74829 -4.77119 0.35166 0.1185 0.2804 0.2643
H -2.24564 -6.65312 -1.90864 -0.1528 -0.0446 -0.3448
H -1.63586 -6.61542 -0.29312 -0.0628 -0.3156 0.1826
H 0.15808 -5.23001 -0.80503 0.0866 0.2363 0.2729
H -0.58749 -4.58790 -2.26556 -0.0497 0.2962 -0.1094
K -6.57897 -0.66245 0.94896 -3.8540 -0.0016 1.2675
O -1.78101 -4.02103 4.13551 -0.0910 0.0040 0.0725
Cl -2.49811 -4.10183 2.91620 0.0932 -0.0178 -0.2284
O -2.31566 -5.37516 2.27257 -0.0504 0.0320 0.2336
O -1.99674 -3.06349 1.99499 0.0830 0.4296 -0.0333
O -3.90505 -3.83394 3.09958 -0.4004 0.0725 -0.0213
Na -3.79081 0.75536 -1.49034 1.0323 3.4641 0.2214
C -0.47073 1.83067 -3.36226 -0.7754 -0.3679 -0.5004
Si 0.74145 2.45451 -4.70991 0.5346 0.1440 0.6274
C -0.30453 2.76167 -6.29955 -0.1892 -0.8477 0.4042
C 1.91961 1.01448 -5.06601 -0.8537 -0.5427 -0.0924
N 1.45352 3.80829 -4.16651 0.0646 0.4799 -0.3732
Si 2.61005 4.71158 -5.01336 0.1761 0.1582 0.6655
C 1.92482 5.42917 -6.65730 -0.2206 -0.2241 -0.1239
C 4.14658 3.71932 -5.45717 -0.0558 0.1034 -0.2432
C 3.15187 6.17436 -3.98904 0.0060 0.0793 -0.2437
H -0.98913 0.90868 -3.69888 -0.1371 0.2439 0.0106
H 0.08691 1.61988 -2.45451 -0.2519 1.2285 -0.1320
H -1.22250 2.59218 -3.13716 0.1075 0.0785 -0.0579
H -0.96086 1.91426 -6.53600 -0.0761 0.0969 -0.0458
H 0.35114 2.91923 -7.16852 0.3015 -0.2972 0.7063
H -0.94352 3.64005 -6.16241 -0.0673 -0.2882 0.6489
H 2.62315 0.88375 -4.24011 0.0899 0.1692 -0.0351
H 2.48983 1.18527 -5.97842 0.1436 0.0224 0.0427
H 1.37525 0.06413 -5.21488 0.1454 0.0269 -0.0615
H 1.78725 4.63610 -7.41070 0.1369 0.0479 0.0286
H 2.62234 6.14957 -7.08624 -0.0331 0.0333 -0.0482
H 0.97122 5.95057 -6.48679 0.0623 0.0444 0.0780
H 4.51519 3.19396 -4.57514 -0.0104 -0.0169 0.0225
H 4.94185 4.37832 -5.81461 0.0157 -0.0029 0.0206
H 3.96458 2.98478 -6.24722 0.0100 -0.0339 0.0327
H 3.59630 5.82991 -3.05461 -0.0118 -0.0098 0.0373
H 2.30438 6.81804 -3.74576 -0.0042 0.0004 0.0523
H 3.89480 6.77892 -4.51589 0.0090 0.0161 0.0503
Na -0.59791 4.46544 -7.86711 -0.0264 1.4343 -1.0786
C 2.75023 2.55831 -1.16104 -0.9199 0.0762 0.4970
O 3.61434 2.24283 -1.98350 0.1214 0.0667 -0.0457
O 2.87212 3.55998 -0.41024 0.3041 -0.1965 -0.3819
O 1.67251 1.91197 -0.98463 0.2699 -0.2608 -0.2584
K 0.59034 -0.37806 -2.28569 1.0886 -1.2677 0.5391
C 0.76462 -1.81071 6.60790 0.0305 0.0696 0.0169
C 0.62913 -1.45338 5.13683 -0.0305 -0.2458 0.1134
N -0.04249 -0.18618 4.91020 0.2050 0.0902 -0.1352
C -0.41649 0.03868 3.54483 -0.2699 -0.0967 -0.1792
C 0.72358 0.20962 2.52261 -0.0993 0.0828 0.0221
C 0.49240 0.95813 5.62515 0.0236 0.1771 0.3323
C 1.96073 1.31492 5.36287 -0.0939 0.1590 -0.0748
H -0.21025 -1.81267 7.09572 -0.0253 0.0146 0.0052
H 1.19162 -2.80804 6.69548 0.0069 -0.0423 -0.0025
H 1.42531 -1.12679 7.14011 0.0295 -0.0027 -0.0064
H 0.04603 -2.22881 4.63276 -0.0159 0.0495 -0.0472
H 1.63149 -1.46454 4.67948 -0.0041 0.0357 0.0127
H -1.06061 0.92475 3.50667 0.0619 0.1024 0.0382
H -1.04041 -0.80605 3.22777 0.0957 -0.0985 0.0226
H 1.21342 1.17572 2.60846 0.0442 -0.0015 0.0364
H 0.29509 0.15035 1.52027 -0.0368 -0.0341 -0.2453
H 1.47627 -0.57085 2.61815 -0.0176 -0.0427 0.0186
H 0.37605 0.77235 6.69346 0.0357 -0.0934 0.0036
H -0.14433 1.82187 5.41747 -0.0394 -0.0218 -0.1288
H 2.60500 0.43900 5.36923 0.0225 -0.0097 0.0798
H 2.31017 1.96759 6.15857 0.0537 0.0117 0.0024
H 2.09778 1.84726 4.42154 -0.0183 -0.0339 -0.0367
Ca -0.00061 1.39171 -9.08904 0.0284 -0.4400 -0.6196
B 4.35022 1.62648 7.97281 0.0393 -0.0746 -0.0872
O 3.29560 2.15170 8.89286 0.0956 -0.0365 0.0315
C 3.80623 2.33239 10.09620 0.0094 -0.0399 -0.1645
O 3.22422 2.74174 11.05792 -0.0603 0.0632 0.1965
C 5.30641 1.91628 10.04271 -0.0352 -0.0347 -0.1527
O 6.07105 1.95339 10.96112 0.0868 0.0256 0.1843
O 5.57324 1.51917 8.81323 -0.1953 0.0674 0.0629
F 4.54279 2.50499 6.91818 0.0444 0.1413 -0.1296
F 3.97224 0.37844 7.48436 -0.0386 -0.2039 0.0147
```
Positions in Å, forces in eV/Å.

Values from the calculation:
* HOMO-LUMO gap: 0.0489 Eh
* net charge: +1
* HOMO level: -8.4 eV
* maximum force: 4.1 eV/A
* electronic energy: -6433.93772 a.u.